1.
ORCA calculation (the ωB97M-V functional and the def2-TZVPD basis) on a single C5H9NO molecule in a non-equilibrium geometry.

```
16
Properties=species:S:1:pos:R:3:forces:R:3
C 2.162 -0.230 0.274 0.07 -0.08 -0.09
C 0.954 0.704 0.332 -0.01 0.13 0.04
C -0.005 0.750 -0.824 0.39 0.11 -0.08
O -0.737 -0.847 -0.821 0.03 0.04 0.21
C -2.055 -0.498 -0.390 -0.28 -0.12 -0.07
C -2.139 0.394 0.782 -0.27 0.45 0.77
N -2.408 1.039 1.705 0.36 -0.72 -0.86
H 2.684 -0.106 -0.680 0.00 -0.07 0.15
H 2.864 -0.020 1.089 -0.06 -0.09 -0.11
H 1.876 -1.289 0.364 0.06 0.13 -0.02
H 1.305 1.746 0.327 0.05 -0.03 0.05
H 0.441 0.595 1.300 0.00 0.08 -0.24
H 0.553 0.580 -1.758 0.09 0.07 0.10
H -0.278 -1.511 -0.275 -0.34 0.26 0.13
H -2.640 -1.401 -0.198 0.05 -0.02 -0.05
H -2.454 0.064 -1.232 -0.14 -0.15 0.08
```
Positions in Å, forces in eV/Å.

HOMO energy ... -7.705 eV
Charge ... 0
Lowest unoccupied orbital energy ... 0.22 eV
Orbital gap ... 7.92 eV

=====

2.
ORCA calculation (the ωB97M-V functional and the def2-TZVPD basis) on a single C9H16F2O2Si molecule.

```
30
Properties=species:S:1:pos:R:3:forces:R:3
C 0.397 -1.792 1.602 -0.11 -0.02 -0.62
Si 0.196 -1.938 -0.295 0.30 -0.43 -0.01
C 1.886 -2.174 -1.140 -0.60 0.03 0.26
C -1.018 -3.356 -0.707 0.46 0.47 0.11
C -0.534 -0.303 -1.050 0.14 -0.26 0.57
O -0.174 0.057 -2.149 0.07 0.01 -0.25
C -1.557 0.498 -0.258 0.01 0.31 -0.27
C -1.566 1.990 -0.608 0.05 -0.02 0.11
C -0.858 2.865 0.434 0.18 -0.07 -0.26
C 0.634 2.699 0.435 0.04 0.03 0.86
O 1.223 2.806 -0.780 0.23 0.07 -0.40
C 1.341 2.550 1.552 -0.08 -0.34 0.08
F 2.683 2.436 1.591 -0.52 0.10 -0.08
F 0.820 2.425 2.780 0.26 0.08 -0.40
H 1.425 -1.988 1.893 0.21 -0.05 -0.01
H 0.139 -0.811 1.985 -0.03 0.21 0.02
H -0.228 -2.516 2.116 -0.15 -0.13 0.05
H 2.499 -2.917 -0.637 0.01 -0.15 0.13
H 1.766 -2.483 -2.174 -0.09 -0.02 -0.15
H 2.442 -1.240 -1.150 0.03 0.18 0.06
H -2.052 -3.063 -0.547 -0.14 0.10 0.07
H -0.919 -3.666 -1.743 0.03 0.02 -0.19
H -0.825 -4.225 -0.084 0.09 -0.11 0.12
H -1.411 0.344 0.811 -0.03 -0.09 0.06
H -2.520 0.047 -0.517 -0.06 -0.07 0.07
H -2.589 2.354 -0.703 0.01 -0.02 -0.04
H -1.070 2.113 -1.573 -0.16 0.05 -0.01
H -1.237 2.664 1.437 -0.01 0.07 -0.04
H -1.074 3.908 0.190 0.02 0.07 0.09
H 2.183 2.716 -0.710 -0.13 -0.01 0.05
```
Positions in Å, forces in eV/Å.

HOMO energy ... -8.713 eV
Charge ... 0
Lowest unoccupied orbital energy ... 0.65 eV
SMILES ... C[Si](C)(C)C(=O)CCCC(O)=C(F)F
Orbital gap ... 9.36 eV

=====

3.
ORCA calculation (the ωB97M-V functional and the def2-TZVPD basis) on a single C17H20ClN3O3 molecule in a non-equilibrium geometry.

```
44
Properties=species:S:1:pos:R:3:forces:R:3
O -1.765 -1.469 -0.901 -0.39 0.18 -0.12
C -0.832 -2.017 -0.346 0.25 -0.08 0.53
C -0.421 -1.692 1.082 0.00 0.14 -0.14
C 0.391 -0.392 1.100 -0.17 -0.02 0.01
C -0.487 0.811 0.745 0.21 -0.23 -0.23
C 0.317 2.033 0.538 -0.04 0.66 0.24
N 0.109 3.209 1.041 -0.29 -0.27 0.15
C 1.131 3.961 0.524 0.11 -1.15 -0.42
C 1.306 5.369 0.816 0.14 0.59 0.08
C 2.373 6.077 0.268 -0.20 -0.08 0.12
C 2.532 7.419 0.550 -0.02 0.10 0.04
C 1.620 8.053 1.382 -0.06 -0.29 -0.04
Cl 1.818 9.732 1.736 0.03 0.22 0.05
C 0.552 7.360 1.934 0.10 0.16 -0.02
C 0.398 6.018 1.649 0.16 -0.16 -0.16
N 1.921 3.262 -0.252 0.51 1.18 -0.04
O 1.401 2.006 -0.252 -0.57 -0.69 0.20
N -0.033 -2.908 -0.965 0.29 -0.38 -0.13
C -0.276 -3.387 -2.304 -0.07 -0.41 -0.22
C -0.828 -4.820 -2.282 -0.13 0.49 -0.30
C -2.184 -4.934 -1.554 0.14 -0.06 0.02
C -1.839 -5.675 -0.262 0.20 -0.09 -0.12
C -0.617 -6.483 -0.694 -0.23 -0.23 0.26
O 0.097 -5.642 -1.575 0.17 0.22 -0.08
H 0.172 -2.503 1.506 -0.03 -0.03 0.03
H -1.324 -1.561 1.681 -0.01 -0.10 -0.02
H 0.822 -0.248 2.094 0.06 0.00 -0.06
H 1.211 -0.466 0.382 0.04 -0.01 0.08
H -1.037 0.589 -0.174 -0.03 0.06 0.09
H -1.212 1.014 1.534 0.02 0.04 -0.08
H 3.068 5.561 -0.377 0.10 -0.01 -0.08
H 3.355 7.976 0.130 0.06 0.06 -0.02
H -0.147 7.871 2.578 -0.04 0.06 0.05
H -0.424 5.456 2.065 -0.08 -0.02 0.05
H 0.664 -3.420 -0.447 -0.11 0.14 0.10
H 0.663 -3.373 -2.863 -0.09 0.05 -0.03
H -0.997 -2.716 -2.774 0.12 -0.06 -0.03
H -0.908 -5.176 -3.319 0.02 0.04 0.13
H -2.884 -5.516 -2.152 -0.03 0.02 -0.01
H -2.616 -3.953 -1.369 -0.07 0.04 -0.04
H -1.566 -4.970 0.524 0.00 -0.03 0.04
H -2.648 -6.306 0.095 -0.04 -0.01 0.07
H -0.928 -7.400 -1.217 0.04 0.04 0.07
H 0.053 -6.752 0.125 -0.06 -0.04 -0.04
```
Positions in Å, forces in eV/Å.

HOMO energy ... -8.880 eV
Charge ... 0
Lowest unoccupied orbital energy ... 0.54 eV
SMILES ... O=C(CCCc1nc(-c2ccc(Cl)cc2)no1)NC[C@@H]1CCCO1
Orbital gap ... 9.42 eV

=====

4.
ORCA calculation (the ωB97M-V functional and the def2-TZVPD basis) on 2 unconnected molecules or ions with the total composition CH4N3O3 in a non-equilibrium geometry.

```
11
Properties=species:S:1:pos:R:3:forces:R:3
C -0.750 -0.041 0.000 -0.06 1.54 0.06
N -1.437 1.145 0.135 -1.82 -1.91 -0.38
N -1.533 -1.137 -0.121 1.95 -0.41 -0.14
N 3.366 -0.118 0.066 -1.18 0.22 -1.93
O 3.204 -0.927 -0.683 0.28 -0.38 0.80
O 3.457 0.819 0.646 0.28 0.18 1.11
O 0.488 0.034 0.016 0.41 -1.06 -0.06
H -2.452 1.235 -0.073 1.56 0.19 0.32
H -0.835 1.906 0.230 0.42 1.52 0.05
H -2.502 -0.856 0.025 0.25 -1.74 -0.21
H -1.006 -2.061 -0.242 -2.08 1.86 0.38
```
Positions in Å, forces in eV/Å.

HOMO energy ... -13.444 eV
Charge ... +1
Lowest unoccupied orbital energy ... -7.48 eV
Orbital gap ... 5.97 eV

=====

5.
ORCA calculation (the ωB97M-V functional and the def2-TZVPD basis) on a molecular structure, C20H30NO3PSSn in a non-equilibrium geometry.

```
57
Properties=species:S:1:pos:R:3:forces:R:3
C -3.006 -3.534 -0.420 -0.08 0.15 0.06
C -1.945 -3.668 0.469 0.23 0.11 -0.07
C -0.847 -2.791 0.424 -0.47 -0.44 -0.04
C -0.830 -1.759 -0.515 0.66 0.57 -0.36
C -1.925 -1.592 -1.374 -0.23 -0.60 0.19
C -3.009 -2.476 -1.323 0.23 0.11 -0.12
C 0.226 -3.028 1.456 0.13 -0.25 0.70
C 1.711 -2.850 1.101 -0.15 0.22 0.23
N 1.972 -2.348 -0.295 1.97 -0.87 -0.02
Sn 1.038 -0.522 -0.727 -5.24 -0.43 1.92
C -1.992 -0.469 -2.383 0.57 0.43 0.82
P -0.313 -0.023 -2.968 -1.40 0.19 -0.77
H -1.941 -4.472 1.211 -0.08 0.23 -0.31
H -3.839 -2.320 -2.016 0.16 -0.18 0.25
H -3.832 -4.246 -0.406 0.22 0.24 0.05
H -2.431 0.439 -1.938 0.12 -0.25 -0.08
H -2.580 -0.756 -3.269 0.34 0.14 0.10
H 0.026 -2.388 2.332 -0.06 -0.15 -0.33
H 0.122 -4.065 1.809 -0.06 0.37 -0.01
H 2.188 -2.155 1.803 -0.10 -0.14 -0.27
C -0.479 1.647 -3.635 0.84 0.40 0.37
C -0.064 -1.165 -4.359 1.05 -0.22 0.21
H 2.236 -3.818 1.164 -0.03 0.38 -0.09
C 1.592 -3.432 -1.283 -0.07 0.09 -0.56
C 3.448 -2.089 -0.426 0.58 -0.20 -0.04
H 2.956 2.224 -0.955 -1.58 -2.44 0.31
H 2.488 -3.756 -1.830 -0.28 0.11 0.26
H 1.156 -4.285 -0.749 0.05 0.39 -0.22
H 0.861 -3.053 -2.009 0.08 -0.23 0.26
H 3.962 -3.040 -0.627 0.00 0.43 0.22
H 3.617 -1.404 -1.267 0.19 -0.28 0.07
H 3.846 -1.641 0.493 -0.20 -0.06 -0.26
H -0.716 -0.859 -5.190 0.12 0.06 0.32
H 0.986 -1.113 -4.677 -0.31 -0.12 -0.18
H -0.302 -2.197 -4.067 0.02 0.32 0.00
H -1.053 1.617 -4.571 0.12 -0.16 0.25
H -0.986 2.285 -2.897 0.16 -0.20 -0.17
H 0.526 2.047 -3.827 -0.36 0.09 -0.13
H 2.481 1.500 -0.858 1.62 2.45 -0.30
C -0.292 6.425 3.705 -0.05 0.15 0.16
C -0.246 4.990 3.263 -0.08 -0.10 -0.02
C 0.803 4.524 2.463 0.13 -0.39 -0.25
C 0.816 3.213 1.983 -0.30 0.15 0.12
C -0.241 2.359 2.317 0.00 0.14 0.20
C -1.265 2.791 3.167 0.13 -0.12 -0.11
C -1.261 4.102 3.632 0.06 -0.07 -0.11
S -0.488 0.798 1.508 -1.67 1.85 1.09
O -0.962 1.144 0.154 0.88 -0.72 -0.24
O 0.931 0.203 1.351 1.32 -0.81 -2.19
O -1.333 -0.022 2.332 0.71 0.06 -0.79
H 0.595 6.693 4.292 -0.14 -0.08 -0.10
H -0.332 7.109 2.849 0.01 -0.19 0.12
H -1.178 6.603 4.321 0.18 0.04 -0.08
H 1.610 5.210 2.196 -0.21 -0.26 0.08
H 1.627 2.857 1.354 -0.08 0.12 0.08
H -2.059 2.104 3.443 0.08 0.13 -0.04
H -2.073 4.450 4.273 0.24 -0.14 -0.18
```
Positions in Å, forces in eV/Å.

HOMO energy ... -13.845 eV
Charge ... +2
Lowest unoccupied orbital energy ... -9.85 eV
Orbital gap ... 4.00 eV

=====

6.
ORCA calculation (the ωB97M-V functional and the def2-TZVPD basis) on a gas-phase ion, C3H6NO2S (charge +1) in a non-equilibrium geometry.

```
13
Properties=species:S:1:pos:R:3:forces:R:3
C 2.838 1.006 -1.145 -2.90 0.16 1.43
N 1.778 1.069 -0.699 1.55 -0.16 -0.74
S 0.566 1.713 0.714 3.94 -3.77 6.18
O 1.675 1.167 2.155 -4.66 1.91 -5.86
O 0.430 3.062 0.412 -0.29 1.76 -0.44
C -0.904 0.714 0.129 1.24 -1.89 2.90
C -0.746 -0.756 0.437 -2.15 -1.62 0.75
H 3.823 0.935 -1.460 1.54 -0.13 -0.74
H -1.763 1.176 0.545 -0.67 0.56 0.93
H -0.868 0.978 -0.829 0.19 0.98 -4.26
H -0.852 -0.867 1.519 1.22 -0.04 0.15
H -1.709 -1.385 0.276 1.20 1.51 -0.78
H 0.059 -1.342 -0.043 -0.21 0.74 0.48
```
Positions in Å, forces in eV/Å.

HOMO energy ... -15.540 eV
Charge ... +1
Lowest unoccupied orbital energy ... -6.37 eV
SMILES ... C#[N+]S(=O)(=O)CC
Orbital gap ... 9.17 eV

=====

7.
ORCA calculation (the ωB97M-V functional and the def2-TZVPD basis) on 2 unconnected molecules or ions with the total composition C6H12O in a non-equilibrium geometry.

```
19
Properties=species:S:1:pos:R:3:forces:R:3
C -0.612 0.533 -2.570 -2.14 -1.69 -0.62
C -1.079 -0.060 -1.413 0.51 -0.97 -2.63
C -1.246 0.635 -0.133 -0.12 -3.93 1.23
C -1.207 -0.202 0.993 2.86 3.71 -1.24
C -0.688 -1.555 0.961 1.24 -1.82 -2.89
C -1.127 0.289 2.380 -2.20 1.90 1.86
H -0.759 1.593 -2.719 0.81 0.40 0.41
H -0.562 -0.008 -3.604 0.06 0.64 2.30
H -1.331 -1.205 -1.497 0.85 2.36 0.45
H -1.306 1.697 -0.184 -0.26 0.66 0.56
H -1.440 -1.993 0.374 -0.76 -1.76 -1.24
H -0.769 -2.078 1.860 0.18 -0.46 1.73
H 0.333 -1.841 0.438 -1.91 1.16 1.04
H -0.207 -0.064 3.013 -2.20 0.27 -1.13
H -2.248 0.158 2.811 2.78 -0.37 -0.05
H -1.110 1.388 2.350 0.30 -0.08 0.20
O 4.776 1.017 -0.845 0.44 -0.65 -1.43
H 4.921 0.624 -1.751 -0.25 0.67 1.53
H 5.662 1.071 -0.463 -0.19 -0.02 -0.10
```
Positions in Å, forces in eV/Å.

HOMO energy ... -7.972 eV
Charge ... 0
Lowest unoccupied orbital energy ... 0.86 eV
SMILES ... C=CC=C(C)C.O
Orbital gap ... 8.83 eV

=====

8.
ORCA calculation (the ωB97M-V functional and the def2-TZVPD basis) on a single C3H5PS molecule in a non-equilibrium geometry.

```
10
Properties=species:S:1:pos:R:3:forces:R:3
S 1.845 3.224 -1.866 -1.32 -1.36 3.02
P 1.073 2.480 -0.091 1.16 1.42 -2.47
C 0.672 0.759 -0.444 0.90 -0.91 -3.31
C 0.471 -0.334 0.550 -1.25 1.84 2.49
C -0.728 0.300 -0.133 1.29 -1.40 0.64
H 1.064 0.526 -1.479 -0.26 -0.14 1.40
H 0.592 -0.258 1.668 0.16 0.45 -1.40
H 0.554 -1.316 0.234 0.70 -1.64 -0.78
H -1.412 -0.407 -0.539 0.18 -0.32 -1.63
H -1.270 1.034 0.305 -1.55 2.06 2.04
```
Positions in Å, forces in eV/Å.

HOMO energy (alpha / beta) ... -8.877 / -8.876 eV
Charge ... 0
Lowest unoccupied orbital energy (alpha / beta) ... -1.52 / -1.52 eV
SMILES ... S=PC1CC1
Orbital gap (alpha / beta) ... 7.36 / 7.36 eV

=====

9.
ORCA calculation (the ωB97M-V functional and the def2-TZVPD basis) on 2 unconnected molecules or ions with the total composition C3H10NO2 in a non-equilibrium geometry.

```
16
Properties=species:S:1:pos:R:3:forces:R:3
C -1.166 -1.085 -0.989 -0.09 -0.82 0.74
C -1.482 0.235 -0.353 -1.10 -1.00 1.15
C -0.322 0.777 0.524 1.53 0.17 -2.34
O 0.490 -0.205 1.004 -0.59 -0.17 0.29
N -0.295 -0.994 -2.171 -0.70 -0.71 -0.12
H -2.092 -1.650 -1.174 -0.14 0.45 -0.92
H -0.742 -1.746 -0.227 0.56 0.43 0.16
H -2.020 0.807 -1.103 0.56 1.05 -0.20
H -2.285 0.034 0.364 -0.19 -0.29 0.14
H -0.742 1.507 1.224 -0.09 0.08 0.50
H 0.315 1.371 -0.195 -0.34 0.52 0.19
H 0.179 -1.883 -2.129 0.52 -0.08 -0.56
H 0.425 -0.298 -2.060 0.05 0.21 0.48
H 2.346 2.005 1.683 -0.19 -0.30 -0.18
H 1.736 0.494 1.366 -0.53 0.43 0.80
O 2.382 1.083 1.957 0.75 0.03 -0.12
```
Positions in Å, forces in eV/Å.

HOMO energy ... -3.278 eV
Charge ... -1
Lowest unoccupied orbital energy ... 4.35 eV
Orbital gap ... 7.63 eV

=====

Q: Look up the charge of the first one.
A: 0